The following is a DFT calculation (the ωB97M-V functional and the def2-TZVPD basis) of a structure of composition C20H43BNO4SbV.

As for the multiplicity: 2. Its charge is 0. The value obtained for the total energy is -64019.1473 eV. The HOMO-LUMO gap (spin up / spin down) comes out at 7.04 / 6.26 eV. The relative energy (zero: lowest compared OMol25 entry of this formula, charge and spin) is 0.9770 eV.

The geometry in XYZ format:
```
71
Properties=species:S:1:pos:R:3:lowdin_spin:R:1
Sb -1.81630 0.43850 2.13170 -0.01
V 0.33040 -0.11480 0.45490 1.01
O -0.82320 -2.71010 -0.92000 -0.01
O 1.39230 -2.62730 -0.48530 0.00
O 1.42350 2.93450 -1.78670 0.00
O 0.30290 1.22740 -0.91570 0.02
N 2.37430 -0.06160 -0.09780 0.01
C -3.94510 0.81340 2.94710 -0.01
C 1.35030 1.89700 -1.15300 0.00
C 0.75540 2.04470 2.83960 0.00
C 2.01340 -4.95890 -0.53320 0.00
C -0.82170 -4.93050 -0.06460 0.00
C -0.73210 2.35290 2.73770 0.00
C -1.19790 2.98260 4.04170 0.00
C -4.49090 2.00150 2.17020 0.00
C -4.73530 -0.43360 2.58580 0.00
C -1.06570 -1.29600 3.41920 0.01
C -4.08200 1.07470 4.43720 0.00
C 0.44590 -1.38000 3.24140 0.00
C 2.65850 1.30940 -0.51200 0.01
C -1.41190 -1.22710 4.89900 0.00
C -1.68860 -2.53300 2.78050 0.00
C -0.97010 3.29980 1.56600 0.00
C 1.21870 -3.84570 -1.21510 0.00
C -0.93200 -4.51760 -2.52790 0.00
C -0.34270 -4.02600 -1.20950 0.00
C 1.80610 -3.61550 -2.61580 0.00
B 0.18440 -1.93210 -0.42640 -0.01
H -1.49090 -2.54210 1.70580 0.00
H -0.47190 4.25470 1.73690 0.00
H -0.41170 -4.58040 0.88000 0.00
H -0.78630 -3.78720 -3.31710 0.00
H 0.97580 1.50180 3.75820 0.00
H -2.47130 -1.41520 5.04990 0.00
H 1.80700 -5.91900 -0.99790 0.00
H -1.90710 -4.87740 -0.00140 0.00
H -4.40110 1.84200 1.09590 0.00
H -5.54660 2.14140 2.40650 0.00
H 2.85270 -3.32820 -2.51650 0.00
H -0.52810 -5.96270 -0.23250 0.00
H -5.13830 1.22390 4.66970 0.00
H 3.11450 -0.44540 0.49400 0.00
H 1.78310 -5.00910 0.52600 0.00
H -2.20870 3.37130 3.95670 0.00
H -1.15810 2.26660 4.86210 0.00
H -3.55120 1.96730 4.74540 0.00
H 2.32120 -0.65020 -0.93080 0.00
H -5.79810 -0.26420 2.75960 0.00
H 2.92290 1.93140 0.35230 0.00
H -1.16160 -0.25670 5.32570 0.00
H -0.46830 -5.45760 -2.81240 0.00
H 1.09430 1.46180 1.97450 0.00
H 0.71410 -1.36280 2.16960 0.00
H 3.48150 1.37300 -1.23600 0.00
H 3.07530 -4.74470 -0.63420 0.00
H -2.03270 3.49820 1.43200 0.00
H 1.32700 2.97370 2.86170 0.00
H 1.75380 -4.51920 -3.21570 0.00
H -2.00130 -4.67440 -2.41030 0.00
H -3.97060 2.91900 2.43580 0.00
H 0.95260 -0.56810 3.76160 0.00
H -0.86280 -1.99150 5.45330 0.00
H 1.28140 -2.80650 -3.11750 0.00
H -0.54760 3.82240 4.29230 0.00
H -2.76530 -2.56350 2.93400 0.00
H -1.26840 -3.44040 3.22000 0.00
H -0.57990 2.88520 0.63510 0.00
H -4.59760 -0.69630 1.53730 0.00
H -4.42970 -1.27450 3.20340 0.00
H 0.82160 -2.31930 3.65680 0.00
H -3.72860 0.23590 5.02690 0.00
```